Molecular formula: C2H6F2N3OP3
Method: DFT, wB97M-V/def2-TZVPD

Summary:
* net charge: 0
* HOMO: -9.257 eV
* total energy: -1543.1751 a.u.

Cartesian coordinates (Å):
C -1.009 1.845 -0.804
C -1.487 -1.713 0.773
N 1.177 -1.726 0.107
N 2.571 0.347 0.837
N 0.007 0.798 -0.385
O -1.212 -2.281 -0.492
F 2.446 1.487 -1.342
F 1.586 2.646 0.358
P 2.492 -1.239 1.002
P 0.326 -2.480 -0.961
P 1.471 1.158 -0.061
H -0.656 2.745 -0.205
H -1.017 1.743 -1.896
H -1.882 1.511 -0.283
H -0.669 -2.008 1.472
H -2.441 -2.256 1.078
H -1.702 -0.576 0.804

Molecular formula: C2H6F6N2P2
Method: DFT, wB97M-V/def2-TZVPD

Summary:
* net charge: 0
* HOMO: -8.231 eV
* total energy: -1471.2946 a.u.

Cartesian coordinates (Å):
F -1.563 2.477 0.497
F -0.461 1.309 2.691
F 0.542 3.157 1.364
F 1.663 -0.677 -1.275
F 2.161 1.851 -1.435
F 0.001 1.239 -2.254
N -0.450 0.496 -0.009
N 1.433 1.272 0.638
C -0.902 -0.808 0.545
C 2.176 0.275 1.509
P -0.152 1.816 1.134
P 0.989 0.772 -0.955
H -1.046 -1.348 -0.408
H -1.760 -0.816 1.158
H -0.185 -1.319 1.174
H 1.636 0.201 2.426
H 3.215 0.402 1.594
H 2.231 -0.773 1.132

Molecular formula: C2H6FHgO2
Method: DFT, wB97M-V/def2-TZVPD

Summary:
* net charge: +1
* HOMO: -14.762 eV
* total energy: -483.0325 a.u.

Cartesian coordinates (Å):
F 2.405 2.477 -1.592
Hg 3.934 2.136 -2.486
O 4.172 0.381 -1.911
H 4.057 -0.422 -2.420
C -0.014 0.801 -3.043
O 1.337 0.567 -2.635
C 1.677 0.727 -1.354
H -0.263 1.857 -2.877
H -0.069 0.531 -4.101
H -0.692 0.167 -2.458
H 0.751 0.608 -0.780
H 2.230 0.618 -0.413

no.,orbital gap (eV)
1,8.2
2,8.4
3,8.7